Record 1
DFT (ωB97M-V/def2-TZVPD) results for an isolated molecule of C3H7IN2.

E_tot = -14299.95406 eV
LUMO energy (alpha / beta) = 0.497 / -0.101 eV
energy relative to the best compared isomer or geometry (same formula, charge and spin) = 5.376 eV
total charge = 0
HOMO level (alpha / beta) = -7.73 / -7.65 eV
spin multiplicity = 1

The geometry in XYZ format:
```
13
C3H7IN2 (ωB97M-V/def2-TZVPD)
H 1.22 -1.12 0.08
H -0.36 1.29 2.25
H 0.53 -0.10 2.10
N 0.17 0.80 0.27
C 0.90 -0.31 -0.44
C -0.26 0.44 1.62
H 1.71 0.16 -1.08
I -1.13 -2.67 -1.21
C -0.22 -0.74 -1.47
H -1.30 1.99 -0.46
H 0.35 -0.81 -2.41
H -1.06 -0.22 1.45
N -0.55 1.27 -0.69
```



Record 2
DFT (ωB97M-V/def2-TZVPD) results for a structure of composition C32H26BN11O2Ru.

E_tot = -57345.61883 eV
LUMO energy (alpha / beta) = -5.080 / -4.704 eV
total charge = +1
HOMO level (alpha / beta) = -9.65 / -9.65 eV
spin multiplicity = 2

The geometry in XYZ format:
```
73
C32H26BN11O2Ru (ωB97M-V/def2-TZVPD)
N -0.23 2.69 0.01
H 3.90 -2.43 -1.64
N 1.50 -0.59 2.32
H -2.65 -2.14 0.22
C -0.54 1.42 5.06
C 2.89 -2.59 -1.29
C 1.10 -4.08 -0.81
C -2.97 1.37 -0.90
C 2.08 -1.52 -0.91
C -0.43 2.73 4.65
C -1.25 3.53 0.17
N -0.40 1.37 2.87
C 3.83 0.24 -1.28
C -0.34 2.64 3.26
C -3.39 0.80 1.13
C 0.72 4.23 -1.57
H -0.62 1.01 6.05
C -2.25 -2.53 3.41
H -0.66 -3.07 -0.12
H -0.48 -1.32 5.09
C 2.09 -1.68 4.13
C -4.29 1.79 -0.61
N 0.83 -1.72 -0.48
H -5.05 3.19 -3.54
N -1.36 -1.60 3.06
C 5.66 2.08 -1.71
C -3.18 2.27 -3.08
C 3.24 -1.50 3.38
C 2.40 -3.88 -1.23
H -0.21 3.45 2.56
C -1.35 4.73 -0.50
C 3.16 2.54 -1.22
C -2.94 -2.93 2.28
N -1.42 -1.38 1.75
C 4.14 1.58 -1.39
H 4.61 -0.50 -1.39
B -0.36 -0.90 3.99
H -2.19 5.38 -0.32
H 3.03 -4.72 -1.51
H -2.00 3.24 0.89
H 3.40 -0.44 1.44
C -0.35 5.08 -1.40
C -5.06 2.46 -1.55
N -0.53 0.63 3.98
H -2.36 -2.85 4.43
C 2.81 -0.80 2.26
H 0.67 -5.06 -0.75
H -0.40 6.01 -1.95
H -0.41 3.61 5.25
H 1.51 4.44 -2.27
H -3.29 0.41 2.12
C 2.51 -0.12 -1.00
H 4.24 -1.81 3.62
C 0.75 3.04 -0.83
H -5.37 1.55 1.21
H -2.78 2.47 -4.06
N 1.56 0.81 -0.81
C -2.40 1.61 -2.15
N 1.07 -1.13 3.46
N -2.45 0.75 0.22
N -4.51 1.42 0.69
C 0.36 -2.96 -0.44
H 3.40 3.59 -1.29
H 1.95 -2.16 5.08
C 1.87 2.10 -0.95
O 6.45 1.22 -1.39
H -6.06 2.80 -1.32
Ru -0.11 0.30 0.76
H -1.39 1.28 -2.35
C -2.38 -2.17 1.26
H -3.71 -3.67 2.20
C -4.48 2.68 -2.78
O 5.64 3.19 -2.19
```



Record 3
DFT (ωB97M-V/def2-TZVPD) results for an isolated molecule of C3H7N3S.

E_tot = -18528.60232 eV
LUMO energy = 0.554 eV
energy relative to the best compared isomer or geometry (same formula, charge and spin) = 1.868 eV
total charge = 0
HOMO level = -8.11 eV
spin multiplicity = 1

The geometry in XYZ format:
```
14
C3H7N3S (ωB97M-V/def2-TZVPD)
C -1.89 -0.96 0.05
H -1.94 -1.26 1.10
H 2.68 -1.16 -0.20
H 3.86 0.31 -0.06
H -2.35 1.10 -0.08
H -1.14 -1.57 -0.49
S -0.28 2.81 0.01
C -0.42 1.16 -0.01
N 1.92 0.77 0.12
C 2.84 -0.07 -0.08
N -1.58 0.46 -0.07
H 0.51 -0.68 0.04
N 0.65 0.30 0.08
H -2.86 -1.21 -0.42
```



Record 4
DFT (ωB97M-V/def2-TZVPD) results for the ion C8H9FN3S with charge +1.

E_tot = -26455.05836 eV
LUMO energy (alpha / beta) = -4.259 / -4.258 eV
energy relative to the best compared isomer or geometry (same formula, charge and spin) = 2.214 eV
total charge = +1
HOMO level (alpha / beta) = -11.88 / -11.88 eV
spin multiplicity = 1

The geometry in XYZ format:
```
22
C8H9FN3S (ωB97M-V/def2-TZVPD)
F 1.50 0.06 -1.06
H 2.54 1.28 0.65
H 0.28 -0.61 3.61
H -3.60 -2.09 -2.33
C 1.08 0.20 1.88
H 0.15 -0.53 -3.18
H 1.43 0.50 3.89
N 1.08 -0.16 3.19
C 0.57 2.25 0.63
H 1.98 2.14 2.21
C -0.65 -0.75 -1.22
N -0.22 1.79 -0.14
H -2.04 -1.63 -4.15
C -2.70 -1.73 -2.16
H 0.01 -1.30 1.46
C -0.59 -0.83 -2.57
C 0.37 -0.24 -0.40
S -2.19 -1.29 -0.59
C -1.77 -1.39 -3.13
C 1.72 1.42 1.52
N 0.41 -0.51 0.98
H 0.61 3.42 0.94
```



Record 5
DFT (ωB97M-V/def2-TZVPD) results for a cluster of 9 separate species, C51H115F4N8O9S4 in total.

E_tot = -139282.61773 eV
LUMO energy (alpha / beta) = -3.805 / -3.921 eV
total charge = +2
HOMO level (alpha / beta) = -6.20 / -10.76 eV
spin multiplicity = 2

The geometry in XYZ format:
```
191
C51H115F4N8O9S4 (ωB97M-V/def2-TZVPD)
H -11.16 1.07 -18.16
H -3.17 -2.05 -13.23
O -3.63 3.27 -11.25
H -11.93 -0.70 -10.65
H -4.64 -0.03 -6.95
H -4.94 -0.19 -11.34
H -2.20 2.80 -7.00
H -2.44 -4.03 -11.90
O -8.38 -2.03 -14.38
C -5.81 -4.26 -6.11
C -1.13 -1.47 -13.55
H -0.79 -3.88 -12.63
H -6.64 -7.14 -4.97
H -7.96 1.24 -14.33
C -9.83 3.37 -6.05
H 0.89 -3.28 -10.90
H -8.65 -5.09 -4.56
C -3.90 1.02 -4.58
H -7.39 -1.14 -2.59
H -4.93 -8.21 -11.81
H -8.40 -0.10 -3.71
H -8.53 1.00 -16.76
H -1.34 -0.56 -14.12
C -5.44 -5.28 -4.99
H -5.16 -5.96 -16.61
C -9.18 2.20 -12.02
H -11.40 1.15 -15.53
C -0.70 -1.10 -12.09
S -9.19 -2.83 -13.47
C -12.36 -0.09 -7.70
O -2.94 1.09 -12.48
O -1.10 4.11 -12.45
N -3.17 3.50 -13.75
C -10.88 -0.67 -10.38
H -5.38 -5.25 -9.49
C -7.05 -1.49 -4.87
C -4.59 -5.65 -15.74
C -5.44 -7.12 -10.04
H -12.98 0.79 -7.85
H -10.15 4.40 -13.95
H -7.10 -2.69 -9.88
H 2.49 -3.12 -8.84
C -7.40 -7.39 -12.62
H -1.84 0.16 -4.21
H -10.45 -1.93 -7.33
H -3.86 1.82 -3.85
C -2.20 -2.50 -13.41
H -5.34 1.17 -10.52
C 0.07 -2.88 -10.30
H -3.18 -0.79 -3.64
C -9.99 0.95 -7.08
H -7.03 2.76 -8.12
F -1.40 4.45 -14.71
H -6.94 -5.88 -8.90
H -5.70 1.80 -6.18
O -6.91 -0.04 -8.64
H -8.69 -2.73 -4.63
F -5.02 2.11 -12.89
C -6.24 -5.87 -9.73
C -8.12 -3.62 -7.05
H -10.61 2.80 -8.00
S -9.25 -4.60 -14.95
H -0.40 -3.72 -9.80
H -7.92 -2.57 -7.26
N -10.85 0.13 -8.05
O -1.05 2.22 -14.16
S -1.73 3.38 -13.52
H -4.90 -4.99 -12.91
O -8.08 -4.43 -15.85
H -2.75 3.36 -5.37
H -4.09 -6.69 -11.64
C -4.89 2.50 -6.36
H -5.62 -7.30 -14.78
H -8.00 -7.61 -11.73
C 0.75 -1.74 -9.43
C -10.25 0.54 -17.87
C -10.40 3.67 -14.72
C -6.64 -6.11 -4.62
H -10.28 4.36 -6.14
H -4.10 -6.76 -14.13
H -5.12 -4.64 -4.17
O -10.55 -4.15 -15.47
N -9.88 2.24 -14.40
H -6.59 4.51 -7.88
H -6.72 -6.12 -3.54
H -8.97 1.05 -7.44
H -2.30 -3.10 -14.32
H -5.00 3.34 -5.68
C -10.32 1.12 -15.45
C -5.72 -5.59 -13.32
H -7.30 -0.45 -10.54
H -8.13 -5.78 -6.18
H -4.57 -7.32 -9.41
C -1.68 -3.35 -12.28
H -5.41 -3.25 -6.06
C -8.32 2.26 -14.25
H -9.72 1.04 -9.51
H -8.73 1.26 -11.68
C -8.13 2.88 -12.81
C -2.40 -1.99 -10.51
H -9.69 0.46 -18.81
C -6.19 -2.09 -9.85
H -7.13 3.01 -12.39
H -4.41 -0.01 -9.61
H 0.38 -0.99 -11.96
H -4.45 2.28 -8.52
H -7.40 -1.01 -5.79
C -7.61 -2.88 -4.63
C -6.29 3.54 -8.29
H -6.32 3.58 -9.38
H -5.80 -2.33 -10.84
H -5.79 -4.64 -7.14
H 1.38 -1.02 -9.95
H 2.31 -1.52 -8.16
C -9.58 1.31 -16.76
H -10.11 0.15 -15.00
H 0.06 -1.11 -8.88
H -11.29 2.25 -12.72
C -10.60 2.36 -7.00
N -6.30 -6.45 -12.16
H -7.96 -5.63 -11.07
N -3.71 1.61 -6.01
H -3.54 -5.90 -15.89
H -10.31 -0.59 -11.30
H -6.58 -5.06 -13.73
H -1.15 -0.17 -11.77
H -11.63 2.30 -6.65
C -10.70 0.57 -9.48
H -1.87 -0.79 -6.17
C -5.22 0.10 -10.33
H -9.51 2.88 -11.24
C -10.68 -1.87 -9.46
H -10.23 4.00 -15.75
C -10.32 1.83 -12.98
H -7.17 -3.25 -3.71
H -7.77 -4.09 -7.97
H -11.48 1.32 -9.65
H -8.01 -6.82 -13.32
H -9.15 -1.06 -8.12
H -9.19 -3.67 -6.85
O -10.52 -2.23 -13.25
H -7.00 -8.26 -13.14
N -9.01 -4.52 -13.50
H -11.48 3.61 -14.79
C -6.51 -0.64 -9.82
H -6.60 -4.48 -11.33
H -3.35 -1.63 -5.84
H -9.87 -2.43 -9.92
S -3.47 2.43 -12.50
H -8.79 3.44 -6.38
H -11.55 -2.54 -9.40
H -6.71 0.18 -3.35
H -9.73 3.16 -4.99
C -2.87 -0.12 -4.44
C -5.04 -7.18 -11.48
H -2.98 -1.35 -11.16
F -8.45 -2.56 -12.08
N -7.34 -3.95 -5.78
H -5.66 -2.57 -9.03
H -5.97 -1.52 -4.89
H -12.47 -0.53 -6.71
C -6.88 -5.50 -11.06
H -4.15 3.80 -8.12
N -1.10 -2.35 -11.24
C -10.22 -1.24 -8.14
H -0.31 -1.94 -14.09
H -8.50 3.90 -12.95
H -2.22 -1.43 -9.59
C -4.86 3.02 -7.84
H -10.42 -0.49 -17.56
H -9.47 2.37 -17.02
C -7.45 -0.60 -3.54
C -2.43 2.51 -5.97
H -4.68 -4.59 -15.49
H -3.21 0.41 -7.74
C -5.07 -6.41 -14.47
H -10.06 0.44 -6.12
H -4.96 0.74 -4.53
H -1.54 1.97 -5.63
H -4.54 -5.88 -5.15
H -2.91 -2.92 -10.26
H -6.09 -7.98 -9.91
H -7.99 2.84 -15.11
H 1.15 -2.68 -7.61
F -9.46 -6.20 -15.07
H -12.79 -0.82 -8.39
C -3.61 0.26 -6.74
H -10.42 0.74 -12.99
C 1.76 -2.40 -8.47
C -7.83 -5.30 -5.25
C -2.88 -0.65 -5.80
```



Record 6
DFT (ωB97M-V/def2-TZVPD) results for a structure of composition C16H40KO8.

E_tot = -49924.12383 eV
LUMO energy (alpha / beta) = -4.856 / -11.414 eV
total charge = +2
HOMO level (alpha / beta) = -14.59 / -14.59 eV
spin multiplicity = 2

The geometry in XYZ format:
```
65
C16H40KO8 (ωB97M-V/def2-TZVPD)
C 1.92 2.20 -2.37
H 4.96 -0.37 1.03
H 0.94 -3.92 1.22
H -6.18 2.67 -1.44
H 2.57 -2.12 -2.62
H 1.78 3.05 -3.05
H -2.83 -0.68 1.34
C 3.91 -0.57 0.80
H 2.42 -4.09 2.13
H 3.56 -0.01 3.39
H -2.00 3.27 -0.03
O 2.01 -0.21 -2.46
H 2.43 -4.31 0.38
K 0.51 -0.22 -0.09
C -1.84 -3.33 -1.08
H -0.96 2.30 0.90
H 2.82 1.53 3.21
H 0.72 -0.27 3.56
H -2.50 -1.29 2.83
C 1.79 3.43 -0.34
C 3.51 0.85 2.72
C -1.89 -2.56 1.09
H -3.78 0.61 -0.27
H 0.41 0.94 -3.19
H 2.83 3.49 -0.01
C -0.07 -0.95 3.22
H -0.55 -1.31 4.13
C 1.50 0.96 -3.08
H -4.50 2.13 -2.58
H 4.25 -2.63 1.16
H 1.89 1.09 -4.09
C 2.15 -1.32 -3.23
H -2.80 2.24 1.15
H -3.12 0.26 -1.82
O -4.44 3.26 -0.78
H -1.18 -4.20 -1.13
H -1.84 -2.92 -2.09
O -1.91 1.30 -0.48
O 2.22 -2.32 1.03
H 1.50 4.30 -0.93
H 0.47 -1.77 2.76
H 3.00 2.19 -2.29
H 3.88 -0.65 -0.29
H 3.55 -1.83 2.57
H 3.06 -1.04 -3.77
O 3.07 0.46 1.35
C -3.82 2.32 -1.75
C -2.01 -1.18 1.86
O -1.37 -2.33 -0.23
O -0.85 -0.49 2.10
H -5.72 1.86 0.15
H -2.88 -3.01 1.12
C 3.50 -1.91 1.48
H -6.39 3.43 0.14
C -1.96 2.30 0.47
H -3.03 2.76 -2.35
C -3.19 1.05 -1.07
H 1.16 3.54 0.54
O 1.33 2.27 -1.04
C 2.01 -3.72 1.20
C -5.76 2.77 -0.45
H -1.22 -3.28 1.57
H -2.80 -3.83 -1.00
H 4.45 1.39 2.67
H 1.33 -1.60 -3.88
```



Record 7
DFT (ωB97M-V/def2-TZVPD) results for a cluster of 12 separate species, H23O12 in total.

E_tot = -24943.61590 eV
LUMO energy = 2.745 eV
energy relative to the best compared isomer or geometry (same formula, charge and spin) = 4.392 eV
total charge = -1
HOMO level = -6.73 eV
spin multiplicity = 1

The geometry in XYZ format:
```
35
H23O12 (ωB97M-V/def2-TZVPD)
H 0.77 2.94 -0.84
H -0.58 -2.28 -1.94
O -4.56 -0.43 0.18
O 0.97 3.88 -0.56
H -0.28 -3.12 -3.31
H 3.18 -2.21 -1.16
H -4.82 -0.20 1.00
H -1.86 0.77 3.77
H 3.70 0.36 -2.75
H 0.37 0.01 -0.88
O 0.01 0.95 3.08
O -1.58 -1.79 -0.24
H -3.75 -0.95 -0.01
O 1.67 -1.01 -0.95
H 1.71 3.99 0.19
H 2.91 -0.27 -1.54
H -2.64 -0.29 3.36
O -2.69 0.66 3.45
H -0.26 1.82 2.58
O 3.79 0.38 -1.71
O -2.02 3.29 0.70
H -1.57 -0.87 -0.45
O -0.30 0.60 -1.10
H 1.61 -1.80 2.27
H -0.37 0.48 -2.01
H 1.84 -1.33 -1.73
H -1.93 2.28 0.68
H 1.33 -1.58 0.59
H 0.49 0.54 2.31
O 4.00 -2.36 -1.54
H -1.15 3.49 0.85
H -1.12 -1.98 0.63
H 4.22 -1.39 -1.66
O 0.99 -1.69 1.57
O -0.51 -2.28 -2.88
```



Record 8
DFT (ωB97M-V/def2-TZVPD) results for a structure of composition C5H6N.

E_tot = -6758.63518 eV
LUMO energy (alpha / beta) = -6.340 / -6.343 eV
energy relative to the best compared isomer or geometry (same formula, charge and spin) = 6.542 eV
total charge = +1
HOMO level (alpha / beta) = -13.52 / -13.52 eV
spin multiplicity = 1

The geometry in XYZ format:
```
12
C5H6N (ωB97M-V/def2-TZVPD)
N -2.14 -0.29 0.97
H -1.02 -0.35 -1.63
H -2.62 -0.15 1.86
C -0.63 0.37 -0.79
C 2.54 -0.14 -0.22
H -2.69 -0.65 0.07
H -0.30 1.40 -0.97
C -0.92 -0.08 0.49
C 0.31 -0.06 0.90
H 3.58 -0.44 -0.07
H 2.43 0.56 -1.03
C 1.46 -0.17 0.42
```



Record 9
DFT (ωB97M-V/def2-TZVPD) results for an isolated molecule of C18H23F6N3O2.

E_tot = -43892.07367 eV
LUMO energy = 0.404 eV
energy relative to the best compared isomer or geometry (same formula, charge and spin) = 18.548 eV
total charge = 0
HOMO level = -8.13 eV
spin multiplicity = 1

The geometry in XYZ format:
```
52
C18H23F6N3O2 (ωB97M-V/def2-TZVPD)
H -2.06 -1.81 2.03
H -0.33 -2.61 0.54
H -3.21 -2.80 0.81
H -4.77 -0.08 -1.50
H -0.29 1.28 2.63
H 0.12 -0.45 -1.31
C 1.45 -2.37 -1.50
C 0.04 -1.71 -1.55
O -4.66 -0.80 0.32
C -2.86 -1.12 -1.19
H -3.40 0.29 1.69
F 3.52 -1.87 2.07
C 0.92 3.21 1.50
H -1.22 -3.10 -0.75
N 2.23 -2.18 -0.16
C -0.98 -2.19 -0.50
C 0.96 4.50 0.84
H 1.76 5.29 0.91
C -2.61 -1.69 1.00
F 4.17 0.93 -1.07
C 0.98 -0.06 1.44
H -0.27 -1.97 -2.46
H 1.77 -2.58 0.81
H -0.97 1.58 -0.86
H 1.13 3.25 2.38
C -3.87 -0.85 1.45
C -0.25 1.07 1.63
C 3.39 -0.22 -1.21
H -1.13 0.61 1.24
C 0.47 4.52 -0.64
O 0.89 -1.07 2.17
F 4.26 -0.80 -1.82
H -3.53 0.94 -0.91
C -0.08 2.41 0.92
N -1.94 -1.54 -0.22
H -4.56 -1.06 2.35
H 1.75 1.08 -0.03
H 1.97 -2.16 -2.16
C 3.85 -0.73 1.11
H 1.39 -3.52 -1.30
H 0.90 5.31 -1.21
H -2.34 -0.85 -2.22
C -4.05 -0.25 -0.74
C -0.29 3.43 -1.16
C 2.77 -0.94 -0.12
F 5.06 -1.13 0.68
F 2.51 0.30 -1.84
N 1.88 0.29 0.42
H -3.26 -2.15 -1.51
H -0.58 3.56 -2.14
C -0.61 2.49 -0.52
F 3.94 0.31 1.65
```



Record 10
DFT (ωB97M-V/def2-TZVPD) results for a structure of composition C6H12N2.

E_tot = -9385.27625 eV
LUMO energy = 0.855 eV
energy relative to the best compared isomer or geometry (same formula, charge and spin) = 11.574 eV
total charge = 0
HOMO level = -7.23 eV
spin multiplicity = 1

The geometry in XYZ format:
```
20
C6H12N2 (ωB97M-V/def2-TZVPD)
H 1.34 0.31 2.10
C 0.01 1.79 -1.02
H 0.12 -0.58 -0.96
H 1.21 0.16 -0.88
C -1.38 0.98 -1.19
H 0.64 2.05 -2.06
H 1.31 -1.93 0.17
C -0.68 -1.76 0.14
H -1.43 -1.85 0.93
C -0.84 -0.33 -0.42
C 1.55 -0.19 1.08
N 0.82 -1.56 0.86
H -1.39 0.41 -2.23
H -0.64 -2.77 -0.50
H -0.99 1.17 1.07
H 2.63 -0.20 0.86
H -2.37 1.45 -0.88
H -0.14 2.74 -0.43
N -0.46 0.37 0.78
C 0.86 0.73 -0.03
```